{
  "formula": "C14H35AlBrNO4P",
  "method": "the ωB97M-V functional and the def2-TZVPD basis",
  "lumo_energy_ev": 2.53,
  "homo_lumo_gap_ev": 6.2,
  "e_tot_ha": -4068.06336,
  "molar_mass_g_mol": 419.3,
  "total_charge": -1,
  "multiplicity": 1,
  "symbols": ["H", "O", "H", "H", "H", "H", "C", "H", "H", "C", "H", "C", "H", "O", "C", "H", "H", "H", "H", "C", "C", "H", "H", "H", "P", "H", "Br", "C", "H", "H", "H", "O", "H", "H", "H", "H", "C", "C", "H", "N", "H", "C", "H", "C", "H", "H", "C", "H", "O", "H", "H", "H", "C", "Al", "H", "C", "H"],
  "xyz": [[-2.0429, -1.1592, -4.0140], [5.3094, 1.2104, 1.7940], [-1.3526, -2.6093, -4.7005], [-2.5972, 2.9421, 0.8429], [-2.6952, -2.9253, -0.6530], [0.0998, 0.8319, 5.0145], [-2.9448, -2.4179, -1.5894], [-0.2923, 2.8173, -1.6804], [1.4721, -2.6159, 1.7666], [-0.7851, 2.5323, 0.4053], [-4.6645, -4.2787, -5.3619], [4.4376, 1.9996, 0.9988], [-0.9205, -2.4999, -2.3044], [-1.9419, 3.3735, 0.3023], [-3.5013, -2.5953, -4.6650], [0.5657, 3.3929, 1.9916], [-3.9393, -2.7741, -1.8763], [0.6952, 3.7950, -0.5317], [-1.8713, -3.9112, -2.6965], [-2.1501, -2.2472, -4.0421], [-1.9115, -2.8188, -2.6427], [1.0303, 2.0262, -0.7457], [3.7218, 3.1566, 2.6603], [1.9736, -1.6649, -0.4360], [2.2217, 1.4017, 5.0319], [-4.3164, -2.1975, -4.0535], [3.2122, -1.6805, 3.8118], [2.6163, -0.7418, 2.1728], [3.3462, -0.7732, 1.3409], [-3.5729, -2.0925, -5.6344], [0.1724, -1.5218, -0.2347], [0.2452, 1.2952, 2.1990], [-1.0396, 2.8429, 2.5255], [3.2549, 3.4161, 5.5180], [5.0412, 2.8616, 0.6349], [-2.0185, -0.5454, -1.0065], [-2.9936, -0.9171, -1.3295], [-3.7036, -4.0909, -4.8781], [-3.7154, -0.6942, -0.5413], [2.3007, 3.1756, 5.2837], [2.7179, 3.3656, 1.2269], [1.3459, -1.5153, 1.6645], [-1.1348, 1.4847, 0.2667], [-0.1873, 2.5931, 1.8454], [-3.2956, -0.3616, -2.2198], [1.2057, -0.0928, 0.0397], [3.2492, 2.5883, 1.8227], [5.2014, 0.2858, 1.5863], [0.7591, 0.8270, 5.7125], [0.4376, -1.2522, 2.2311], [-3.6991, -4.6375, -3.9332], [-2.9195, -4.5030, -5.5176], [1.1591, -1.1948, 0.1481], [2.0342, 1.1937, 2.6732], [2.0759, 3.6282, 4.4031], [0.2468, 2.8022, -0.7174], [4.0580, 1.4902, 0.0907]],
  "mulliken_charge": [0.31, -0.56, 0.39, 0.37, 0.36, 0.30, -0.55, 0.37, 0.53, 0.98, 0.38, -0.76, 0.15, -0.63, -0.39, 0.12, 0.36, 0.33, 0.38, -0.78, -0.40, 0.20, 0.37, 0.42, 0.29, 0.23, -0.24, -0.34, 0.31, 0.36, -0.20, -0.32, 0.24, 0.29, 0.39, 0.00, -0.88, -1.18, 0.43, -0.74, 0.31, -0.62, -0.36, -0.19, 0.28, -0.18, -0.26, 0.32, -0.50, 0.29, 0.28, 0.29, -0.26, -0.60, 0.29, -1.26, 0.26]
}

=====

{
  "formula": "C6H14NO",
  "method": "the ωB97M-V functional and the def2-TZVPD basis",
  "lumo_energy_ev": 3.65,
  "homo_lumo_gap_ev": 5.9,
  "smiles": "CCNCCCC[O-]",
  "e_tot_ha": -366.96700,
  "molar_mass_g_mol": 116.2,
  "total_charge": -1,
  "multiplicity": 1,
  "symbols": ["H", "H", "C", "C", "C", "H", "C", "H", "C", "H", "H", "O", "H", "N", "H", "H", "H", "H", "H", "H", "C", "H"],
  "xyz": [[2.2941, -2.5577, -0.0814], [-0.1493, -0.4331, 1.7681], [0.3470, -1.0894, 1.0534], [-0.4437, -0.8982, -0.2725], [2.5755, -1.4760, -0.1767], [-2.0258, 3.3828, -0.8416], [1.8382, -0.7760, 0.9756], [3.6737, -1.4293, 0.0526], [-2.2893, 2.3839, -0.4592], [2.3071, -1.0276, 1.9437], [-2.3260, 2.4791, 0.6325], [2.2855, -0.9892, -1.4148], [-1.9165, 0.2903, 0.7282], [-1.5327, 0.0794, -0.1860], [-3.2779, 2.1658, -0.8617], [0.2686, -0.6041, -1.0535], [0.1978, -2.1187, 1.3981], [-1.4363, 1.1789, -1.9591], [-0.8548, -1.8593, -0.5674], [-0.2387, 1.6549, -0.7872], [-1.2831, 1.3241, -0.8824], [1.9866, 0.3195, 0.9910]],
  "mulliken_charge": [0.14, 0.38, -0.65, -0.70, -0.47, 0.34, -0.72, 0.27, -1.16, 0.36, 0.35, -0.89, 0.25, -0.39, 0.27, 0.44, 0.29, 0.19, 0.28, 0.32, -0.23, 0.31]
}

=====

{
  "formula": "H24O12",
  "method": "the ωB97M-V functional and the def2-TZVPD basis",
  "lumo_energy_ev": -0.38,
  "homo_lumo_gap_ev": 9.7,
  "smiles": "O.O.O.O.O.O.O.O.O.O.O.O",
  "e_tot_ha": -917.23783,
  "molar_mass_g_mol": 216.2,
  "multiplicity": 1,
  "symbols": ["H", "H", "H", "H", "H", "H", "H", "H", "H", "H", "H", "H", "O", "O", "H", "H", "O", "H", "H", "H", "H", "H", "O", "O", "O", "O", "O", "O", "O", "H", "O", "H", "O", "H", "H", "H"],
  "xyz": [[-1.5592, -1.1336, 1.3342], [0.5476, 2.7646, 0.5231], [-1.0194, 1.3690, -2.8404], [-0.3525, 0.2800, -3.4086], [1.4190, -0.5266, -1.2240], [-3.0159, -1.4528, -1.3972], [-2.7968, 0.7836, -1.5953], [0.3232, 2.0591, 1.8502], [1.8948, -0.3715, -2.6095], [-2.8998, -0.5754, 1.8964], [-0.4165, -1.5655, -2.4354], [1.9540, -2.2971, 0.4284], [3.6276, 2.0279, 1.0096], [-2.1726, -1.2079, 2.0645], [-2.5003, 2.2036, -1.0190], [1.5299, -0.2200, 2.5699], [2.4376, -0.4442, 2.4653], [-0.8227, 0.0450, -0.3679], [-0.9016, -0.1720, 3.0906], [-0.4588, 0.5775, 4.3075], [3.2384, -2.2095, -0.1191], [2.7230, 1.6947, 1.1209], [-2.0834, 1.3900, -1.3819], [-0.6547, 1.1560, -3.7070], [2.4829, -1.6728, 0.0350], [1.5003, 0.1692, -1.9153], [-1.2708, -1.1618, -2.3648], [-0.1854, -0.3028, 0.3162], [0.9079, 2.0538, 1.1106], [-1.8247, -1.6202, -2.9502], [-0.0859, 0.0782, 3.5529], [2.4667, -0.6909, 1.5486], [-3.4003, -1.9895, -0.7522], [-2.6252, -2.5335, -0.4606], [0.3217, 0.5361, 0.5206], [3.6719, 2.9594, 0.8040]],
  "mulliken_charge": [0.34, 0.27, 0.40, 0.34, 0.26, 0.29, 0.28, 0.31, 0.29, 0.33, 0.24, 0.31, -0.67, -0.72, 0.26, 0.35, -0.66, 0.37, 0.38, 0.30, 0.21, 0.45, -0.61, -0.70, -0.58, -0.53, -0.52, -0.58, -0.63, 0.28, -0.66, 0.36, -0.62, 0.33, 0.26, 0.26]
}